The following is a DFT calculation (ωB97M-V with the def2-TZVPD basis set) of the molecule C17H25N3OS.

```
47
Properties=species:S:1:pos:R:3:forces:R:3:nbo_charge:R:1
C -4.52604 -0.93932 1.18526 0.16 -0.37 -0.27 -0.734
S -4.23707 -2.57844 0.45461 -0.03 0.14 -0.12 0.163
C -3.39405 -2.12887 -1.10869 -0.13 -0.23 0.46 -0.518
C -1.88908 -2.35271 -1.05373 -0.06 0.22 0.15 -0.410
C -1.20396 -1.47139 -0.01810 -0.01 -0.09 0.05 -0.113
N -1.40499 -0.05954 -0.33113 -0.15 -0.33 -0.17 -0.615
C -1.20418 0.89544 0.60696 -0.39 0.35 -0.43 0.705
O -1.04527 0.61560 1.78227 0.10 -0.05 0.47 -0.663
C -1.22305 2.31263 0.08145 0.25 0.05 0.13 -0.492
C 0.19539 2.83553 -0.24877 0.04 0.08 -0.06 -0.029
C 0.87862 1.93958 -1.28536 -0.04 0.14 0.21 -0.612
C 1.04121 2.88480 1.02369 -0.08 -0.06 -0.15 -0.610
C 0.05708 4.24874 -0.82235 -0.02 -0.25 0.10 -0.601
C 0.26887 -1.72492 0.05516 0.04 -0.03 0.11 0.393
N 1.01511 -2.20220 -0.89779 -0.51 -0.17 -0.36 -0.476
C 2.30030 -2.15875 -0.41490 0.18 0.32 0.68 0.063
C 3.49850 -2.54317 -1.00560 -0.06 0.03 0.07 -0.191
C 4.65546 -2.36564 -0.27703 0.13 -0.08 -0.15 -0.235
C 4.63907 -1.82016 1.00878 0.03 0.06 0.14 -0.213
C 3.46167 -1.43326 1.61596 0.01 0.05 0.13 -0.261
C 2.29459 -1.60990 0.89098 0.33 -0.26 -0.54 0.162
N 0.97719 -1.35022 1.16223 -0.08 -0.05 0.08 -0.560
H -5.10699 -0.33426 0.49471 -0.05 0.11 0.03 0.211
H -3.58719 -0.45263 1.42920 0.04 0.12 0.09 0.217
H -5.09642 -1.11066 2.09234 -0.05 0.05 0.09 0.232
H -3.83524 -2.76219 -1.87753 0.01 0.11 -0.06 0.230
H -3.64133 -1.08900 -1.31525 -0.05 0.01 -0.13 0.215
H -1.44833 -2.15657 -2.03358 0.07 -0.08 -0.05 0.221
H -1.68469 -3.39364 -0.80286 0.07 0.01 -0.07 0.233
H -1.63548 -1.64403 0.97505 0.00 -0.01 -0.20 0.243
H -1.34273 0.18849 -1.30647 0.00 0.13 0.05 0.402
H -1.84786 2.36922 -0.81196 -0.03 0.03 -0.03 0.210
H -1.65502 2.94968 0.85493 -0.06 -0.05 -0.02 0.236
H 1.06213 0.94204 -0.89246 0.06 -0.15 0.00 0.214
H 1.83986 2.36519 -1.56463 0.11 0.03 -0.05 0.218
H 0.27603 1.85679 -2.18869 -0.07 -0.04 -0.15 0.198
H 1.11149 1.90139 1.48046 0.05 -0.08 0.09 0.219
H 2.04705 3.22952 0.79497 0.12 0.07 -0.04 0.209
H 0.60007 3.56342 1.75000 -0.04 0.07 0.13 0.209
H -0.44418 4.90437 -0.11410 -0.06 0.11 0.08 0.208
H 1.03851 4.66492 -1.03674 0.12 0.07 -0.03 0.212
H -0.51787 4.23751 -1.74610 -0.07 0.03 -0.13 0.204
H 3.50931 -2.96341 -1.99834 0.00 -0.05 -0.12 0.220
H 5.60330 -2.65397 -0.70717 0.07 -0.02 -0.04 0.212
H 5.57204 -1.69923 1.53905 0.07 0.01 0.05 0.212
H 3.44765 -1.01126 2.60959 0.05 0.03 0.10 0.215
H 0.58052 -0.89552 1.97168 -0.05 0.02 -0.11 0.447
```
Positions in Å, forces in eV/Å.

Properties
SMILES string: CSCC[C@H](NC(=O)CC(C)(C)C)c1nc2ccccc2[nH]1
Molar mass, g/mol: 319.47
ΔE to the lowest compared entry with this formula, charge and spin, eV: 0.000
HOMO level, eV: -8.467
E, Eh: -1300.55226

The following is a DFT calculation (ωB97M-V with the def2-TZVPD basis set) of a cluster of 2 separate species, C3H9NS in total in a non-equilibrium geometry.

```
14
Properties=species:S:1:pos:R:3:forces:R:3:nbo_charge:R:1
C 4.53306 0.65130 -1.78731 2.31 0.93 -2.05 -0.060
N 4.29034 1.65748 -1.06758 0.22 0.22 1.27 -0.586
H 5.26551 -0.13378 -1.54001 -0.65 -0.22 0.40 0.146
H 4.47460 0.79153 -2.93274 -1.00 -0.49 1.72 0.163
H 4.72311 1.62095 -0.09824 -0.90 -0.45 -1.33 0.337
C -0.53233 -0.60996 0.22800 2.70 1.58 -0.15 -0.616
C -1.90793 -0.28861 -0.13530 -1.07 -0.16 0.66 -0.465
S -3.11029 -0.65683 1.32524 0.62 0.49 -1.58 -0.099
H -0.53526 -1.66203 0.31139 0.86 -1.15 0.88 0.208
H 0.06112 -0.02087 0.98083 -1.10 -0.82 -0.16 0.210
H -0.00168 -0.37360 -0.70504 0.42 -0.28 0.05 0.202
H -1.93794 -0.99211 -0.96906 -1.78 -0.20 0.17 0.221
H -1.95837 0.66968 -0.61939 -0.77 0.74 0.43 0.210
H -2.91572 0.49069 2.00915 0.13 -0.19 -0.29 0.129
```
Positions in Å, forces in eV/Å.

Properties
SMILES string: C=N.CCS
Molar mass, g/mol: 91.18
ΔE to the lowest compared entry with this formula, charge and spin, eV: 2.307
HOMO level, eV: -9.095
E, Eh: -572.55532

The following is a DFT calculation (ωB97M-V with the def2-TZVPD basis set) of a cluster of 3 separate species, C4H8N2O2 in total in a non-equilibrium geometry.

```
16
Properties=species:S:1:pos:R:3:forces:R:3:nbo_charge:R:1
C -0.38466 -0.68919 -1.93929 0.64 2.65 3.13 -0.453
C -0.56829 0.64532 -1.79355 -0.27 -0.68 -0.95 -0.309
C -2.21048 -0.66476 1.50491 -0.32 0.27 -0.51 1.038
C -0.92575 1.23943 -0.51880 -0.63 0.50 -0.22 0.066
N -0.06503 1.42942 0.44610 -2.87 0.20 -1.42 -0.736
N 2.31341 -0.36819 1.04157 -0.58 0.79 -1.41 -1.085
O -1.60729 0.09881 2.08596 1.48 1.63 2.49 -0.546
O -2.82821 -1.38494 0.88988 -1.61 -2.24 -1.49 -0.491
H -0.50330 -1.13815 -2.84679 0.01 -1.44 -2.06 0.201
H -0.15949 -1.16144 -0.99348 -0.17 -1.01 -0.27 0.168
H -0.80736 1.13844 -2.74781 -0.06 0.43 0.73 0.219
H -0.54553 1.59110 1.33908 1.52 0.09 -0.39 0.424
H 0.85418 1.15855 0.24957 2.13 -0.36 0.99 0.407
H 3.24169 -0.23095 0.71737 0.81 0.02 -0.09 0.367
H 1.91345 -1.14485 0.56143 -0.21 -0.55 -0.27 0.365
H 2.28265 -0.51858 2.00385 0.11 -0.32 1.73 0.364
```
Positions in Å, forces in eV/Å.

Properties
Molar mass, g/mol: 116.12
ΔE to the lowest compared entry with this formula, charge and spin, eV: 3.656
HOMO level, eV: -7.363
E, Eh: -417.12159

The following is a DFT calculation (ωB97M-V with the def2-TZVPD basis set) of the molecule C5H6O.

```
12
Properties=species:S:1:pos:R:3:forces:R:3:nbo_charge:R:1
C -1.43086 0.41684 0.14906 -0.03 0.07 0.02 -0.602
C -0.43753 -0.72673 -0.07710 -0.02 -0.06 -0.02 -0.404
C 0.95031 -0.24021 -0.41992 0.32 0.20 -0.35 -0.437
C 1.75729 0.09619 -1.37077 -0.52 -0.38 0.18 0.238
C 1.83383 0.27053 0.75056 -0.06 0.29 0.74 0.433
O 1.30005 0.86109 1.65365 0.21 -0.36 -0.29 -0.494
H -1.11762 1.02588 1.00072 -0.07 -0.08 -0.17 0.232
H -1.50376 1.06332 -0.73159 0.03 -0.14 0.12 0.211
H -2.42306 0.00481 0.36038 0.14 0.06 -0.03 0.213
H -0.77827 -1.38879 -0.88215 0.12 0.18 0.14 0.230
H -0.36398 -1.33147 0.83663 0.00 0.11 -0.22 0.225
H 2.89913 0.00138 0.78497 -0.10 0.11 -0.13 0.153
```
Positions in Å, forces in eV/Å.

Properties
Molar mass, g/mol: 82.10
ΔE to the lowest compared entry with this formula, charge and spin, eV: 3.915
HOMO level, eV: -10.351
E, Eh: -269.20237